[1]
The following is a DFT calculation (the ωB97M-V functional and the def2-TZVPD basis) of a molecular structure, C22H36BN5O7P2S4V in a non-equilibrium geometry.

Properties
- LUMO level (alpha / beta) (eV) = 1.008 / 1.008
- gap between HOMO and LUMO (alpha / beta) (eV) = 5.481 / 5.482
- E_tot (a.u.) = -4904.91565
- 2S+1 = 3
- total charge = -1
- ΔE to the lowest compared entry with this formula, charge and spin (kcal/mol) = 36.0

```
78
C22H36BN5O7P2S4V | OMol25 | the ωB97M-V functional and the def2-TZVPD basis
V -1.973 0.946 -1.068
N -3.695 4.150 0.661
C -2.661 3.331 1.470
C -2.628 3.806 2.876
P -0.961 3.448 0.629
O -0.997 5.063 0.454
O 0.129 2.871 1.484
O -1.208 2.865 -0.758
P -3.218 1.694 1.175
O -4.437 1.635 2.203
O -2.088 0.668 1.142
O -3.733 1.628 -0.242
H -3.253 4.945 0.161
H -4.387 4.533 1.356
H -4.193 3.534 -0.018
H -1.986 4.719 2.931
H -2.091 3.065 3.466
H -3.600 4.094 3.363
H -0.195 5.561 0.628
H -5.105 0.903 1.997
O -0.147 0.094 -1.405
H -0.213 -0.423 -2.221
H 0.791 0.389 -1.458
S 6.996 1.054 0.489
C 5.741 0.311 -0.275
S 4.239 1.136 -0.718
C 3.771 -0.214 -1.675
N 4.611 -1.302 -1.554
N 5.675 -0.998 -0.709
C 6.636 -2.027 -0.573
C 7.719 -1.978 0.337
C 8.803 -2.848 0.159
C 8.748 -3.788 -0.826
C 7.515 -4.087 -1.444
C 6.497 -3.163 -1.405
S 2.523 -0.212 -2.866
H 7.654 -1.284 1.156
H 9.632 -2.799 0.832
H 9.579 -4.368 -1.160
H 7.411 -4.984 -1.991
H 5.645 -3.273 -2.064
C 0.452 0.837 3.843
S 2.101 1.329 4.220
C 2.994 1.145 2.660
H 0.114 1.473 3.033
H -0.216 0.982 4.720
H 0.290 -0.238 3.585
H 3.289 0.110 2.666
H 3.900 1.768 2.712
H 2.317 1.420 1.841
C -1.552 -4.112 1.769
N -2.330 -3.243 0.958
C -3.524 -2.513 1.457
C -1.603 -2.546 -0.106
C -2.594 -2.053 -1.163
C -3.315 -3.125 -1.731
C -4.415 -2.872 -2.561
C -4.719 -1.543 -2.803
C -3.963 -0.520 -2.353
C -2.887 -0.765 -1.479
H -1.660 -3.907 2.891
H -0.494 -3.897 1.488
H -1.759 -5.195 1.616
H -3.220 -1.501 1.781
H -3.886 -3.030 2.341
H -4.293 -2.351 0.700
H -0.970 -3.284 -0.584
H -0.974 -1.717 0.262
H -2.886 -4.117 -1.662
H -4.978 -3.642 -3.027
H -5.654 -1.328 -3.395
H -4.139 0.522 -2.602
B -3.061 3.567 -4.537
C -2.388 2.507 -3.670
N -2.033 1.608 -2.972
H -3.466 3.110 -5.590
H -3.922 4.197 -3.955
H -2.103 4.232 -4.895
```



[2]
The following is a DFT calculation (the ωB97M-V functional and the def2-TZVPD basis) of a gas-phase ion, C22H36BrF13NO4S3 (charge +1) in a non-equilibrium geometry.

Properties
- LUMO level (eV) = -2.681
- gap between HOMO and LUMO (eV) = 8.711
- E_tot (a.u.) = -6282.10871
- SMILES string = CCCOC[C@H]1[C@@H](CCCCS(=O)(=O)O)C[C@H](CCCS)[C@H](Br)[N@@H+]1CCC(F)(F)C(F)(F)C(F)(F)C(F)(F)S(F)(F)(F)(F)F
- total charge = +1

```
80
C22H36BrF13NO4S3 | OMol25 | the ωB97M-V functional and the def2-TZVPD basis
C 4.996 2.283 2.218
C 4.116 1.424 3.139
C 2.687 1.932 3.307
O 1.736 1.178 2.542
C 1.472 1.742 1.279
C 0.505 0.822 0.565
C 1.054 -0.625 0.387
C 2.576 -0.715 0.278
C 2.965 -1.999 -0.505
C 3.037 -1.727 -2.028
C 4.472 -1.718 -2.569
S 5.007 -3.343 -3.064
O 6.246 -3.236 -3.751
O 4.904 -4.195 -1.916
O 3.919 -3.789 -4.123
C 0.540 -1.591 1.449
C -0.996 -1.587 1.642
C -1.598 -2.863 1.059
C -1.326 -4.079 1.961
C -2.387 -5.163 1.766
S -2.472 -5.781 0.058
C -1.653 -0.312 1.070
Br -2.081 -0.438 -0.809
N -0.752 0.841 1.366
C -1.456 2.186 1.511
C -1.325 3.237 0.420
C -2.272 3.255 -0.776
F -1.852 2.398 -1.730
F -2.176 4.512 -1.306
C -3.762 3.082 -0.448
F -3.993 3.954 0.578
F -4.019 1.843 0.046
C -4.831 3.415 -1.561
F -5.047 4.756 -1.493
F -5.981 2.790 -1.205
C -4.522 3.119 -3.064
F -5.439 3.841 -3.768
F -3.296 3.540 -3.438
S -4.756 1.314 -3.621
F -6.311 1.476 -3.475
F -4.646 0.814 -2.118
F -3.183 1.119 -3.760
F -4.818 1.800 -5.124
F -4.965 -0.175 -4.077
H 5.386 1.719 1.376
H 4.454 3.135 1.813
H 5.850 2.695 2.743
H 4.097 0.394 2.805
H 4.567 1.414 4.127
H 2.643 2.974 2.986
H 2.374 1.909 4.344
H 1.033 2.729 1.449
H 2.363 1.920 0.682
H 0.357 1.214 -0.435
H 0.670 -0.967 -0.574
H 2.998 -0.802 1.273
H 3.007 0.116 -0.268
H 2.193 -2.746 -0.366
H 3.917 -2.373 -0.152
H 2.422 -2.458 -2.542
H 2.593 -0.765 -2.275
H 5.172 -1.349 -1.831
H 4.523 -1.101 -3.461
H 3.202 -4.231 -3.658
H 1.005 -1.312 2.394
H 0.826 -2.608 1.224
H -1.259 -1.583 2.700
H -1.165 -3.088 0.093
H -2.679 -2.778 0.964
H -0.356 -4.513 1.730
H -1.321 -3.795 3.013
H -2.178 -6.023 2.388
H -3.352 -4.745 2.032
H -3.311 -4.885 -0.475
H -2.586 -0.166 1.598
H -0.421 0.621 2.313
H -2.485 1.976 1.769
H -1.034 2.623 2.410
H -1.489 4.191 0.912
H -0.333 3.321 -0.006
```